Entry from the OMol25 dataset: an isolated molecule of C25H28N2O2 at a distorted geometry (ωB97M-V with the def2-TZVPD basis set).

Cartesian coordinates (Å):
O 2.290623 -0.063439 2.166552
C 1.788279 0.530273 1.237249
N 0.457331 0.649801 1.059995
C -0.505893 -0.038893 1.876633
C -1.123905 -1.243361 1.127825
C -2.206183 -1.846029 1.975259
C -2.523220 -3.149347 2.230165
C -3.643630 -3.126690 3.096239
C -3.921486 -1.813600 3.308212
O -3.057981 -1.031272 2.637914
N -1.502459 -0.834235 -0.219534
C -2.667220 0.019857 -0.362346
C -4.002154 -0.724078 -0.503027
C -3.921288 -1.750312 -1.628339
C -2.744333 -2.684416 -1.367852
C -1.461140 -1.857353 -1.246133
C 2.639911 1.237953 0.170640
C 2.975993 0.279855 -0.948254
C 2.060095 -0.653262 -1.419679
C 2.393099 -1.498325 -2.464430
C 3.642339 -1.422124 -3.054586
C 4.560405 -0.495397 -2.591208
C 4.228929 0.347261 -1.545727
C 1.973521 2.500636 -0.318453
C 1.175824 2.524466 -1.457436
C 0.551750 3.694728 -1.854327
C 0.712090 4.855869 -1.118763
C 1.504573 4.841628 0.016831
C 2.129353 3.673371 0.412645
H 0.105178 1.079013 0.217775
H 0.013866 -0.397849 2.767335
H -1.290029 0.660223 2.178189
H -0.340589 -2.000434 1.007569
H -2.018368 -4.016746 1.855744
H -4.162459 -3.970856 3.501443
H -4.675433 -1.322883 3.890947
H -2.713967 0.700144 0.488744
H -2.509121 0.620075 -1.268025
H -4.791152 0.003027 -0.704649
H -4.248839 -1.234071 0.428372
H -4.852618 -2.316869 -1.690914
H -3.773331 -1.237060 -2.582229
H -2.635907 -3.402667 -2.182401
H -2.914204 -3.237324 -0.442604
H -0.608228 -2.512876 -1.055510
H -1.287762 -1.342085 -2.199884
H 3.574368 1.508200 0.674548
H 1.082368 -0.729138 -0.969478
H 1.670514 -2.219900 -2.818299
H 3.900358 -2.082784 -3.869077
H 5.538930 -0.429842 -3.043997
H 4.951015 1.067823 -1.188947
H 1.054487 1.628212 -2.049078
H -0.060733 3.698619 -2.744362
H 0.225429 5.768077 -1.430393
H 1.637687 5.744293 0.594862
H 2.745712 3.666817 1.300216

Cartesian forces (eV/Å) of the 3 atoms listed first:
O 0.3 -0.3 0.3
C 0.1 0.4 -0.2
N -0.4 0.0 0.0

Computed properties:
Energy above the lowest of the compared OMol25 structures with the same formula, charge and spin = 28.2 kcal/mol
Max |F| = 1.12 eV/Å
Total charge = 0
Spin multiplicity = 1
DFT total energy = -1229.44834 Eh
SMILES = O=C(NC[C@@H](c1ccco1)N1CCCCC1)C(c1ccccc1)c1ccccc1
LUMO level = 0.77 eV

These are the Mulliken partial charges, in e, on atoms 1 to 8: O -0.71; C 0.14; N 0.14; C -1.96; C 1.46; C -0.74; C -0.83; C -0.42

Entry from the OMol25 dataset: an isolated molecule of C25H28N2O5 at a distorted geometry (ωB97M-V with the def2-TZVPD basis set).

Cartesian coordinates (Å):
C -3.188196 -0.338050 -2.424098
O -2.394229 -0.928070 -1.414741
C -3.014971 -1.605903 -0.410302
C -4.379887 -1.540509 -0.161293
C -4.939898 -2.286328 0.862385
C -4.148927 -3.110304 1.644225
C -2.790086 -3.179329 1.405351
C -2.194842 -2.433967 0.389770
C -0.768602 -2.473802 0.140961
C 0.035499 -3.534909 0.338777
C 1.433862 -3.531961 0.017520
C 2.248750 -2.456507 0.019218
O 1.867753 -1.220251 0.487261
C 2.893594 -0.363919 0.248870
C 3.973639 -0.980400 -0.393923
C 5.079289 -0.222741 -0.761594
C 5.057427 1.134424 -0.521969
C 3.972655 1.737531 0.126294
O 3.995146 3.075487 0.301000
C 2.888382 0.978529 0.583883
C 1.801897 1.575464 1.435147
N 0.900610 2.441354 0.680585
C 0.168270 1.650404 -0.301285
C -0.839746 2.517059 -1.054805
N -1.778712 3.184654 -0.169146
C -2.792628 2.308963 0.414367
C -4.175838 2.751073 -0.081789
O -4.255253 2.708621 -1.485817
C -1.025691 3.959851 0.797077
C -0.026252 3.107288 1.585329
C 3.630408 -2.395853 -0.522990
O 4.270322 -3.322011 -0.981792
H -3.894967 -1.061189 -2.840530
H -2.488553 -0.035454 -3.202569
H -3.732434 0.541325 -2.065640
H -5.013081 -0.903619 -0.758744
H -6.002131 -2.220262 1.044449
H -4.589699 -3.692024 2.439354
H -2.164412 -3.803156 2.025574
H -0.354466 -1.583017 -0.309112
H -0.379625 -4.478238 0.668133
H 1.893538 -4.466825 -0.273249
H 5.919463 -0.693445 -1.246325
H 5.874392 1.767895 -0.827428
H 3.123731 3.368139 0.605100
H 1.247535 0.748023 1.911324
H 2.256108 2.175198 2.233848
H 0.887621 1.229968 -1.007349
H -0.359314 0.814501 0.190422
H -1.387612 1.897769 -1.765919
H -0.303541 3.294911 -1.606857
H -2.627176 1.269743 0.119201
H -2.785797 2.351557 1.507086
H -4.948057 2.076610 0.295216
H -4.385637 3.767618 0.278031
H -3.527218 3.250353 -1.816825
H -1.718286 4.450093 1.484070
H -0.479809 4.730558 0.245379
H 0.547702 3.748199 2.260848
H -0.575138 2.370305 2.199766

Cartesian forces (eV/Å) of the 3 atoms listed first:
C -0.2 0.1 -0.2
O 0.2 -0.2 0.4
C 0.1 -0.2 0.2

Computed properties:
Energy above the lowest of the compared OMol25 structures with the same formula, charge and spin = 84.7 kcal/mol
Max |F| = 1.38 eV/Å
Total charge = 0
Spin multiplicity = 1
DFT total energy = -1455.11879 Eh
SMILES = COc1ccccc1/C=C/C=C1\Oc2c(ccc(O)c2CN2CCN(CCO)CC2)C1=O
LUMO level = -0.57 eV

These are the Mulliken partial charges, in e, on atoms 1 to 8: C -1.05; O -0.34; C 0.64; C -0.38; C -0.70; C -0.81; C -0.57; C 0.49

Entry from the OMol25 dataset: a structure of composition C25H29Cl2F4MoN6O6Se at a distorted geometry (ωB97M-V with the def2-TZVPD basis set).

Cartesian coordinates (Å):
Mo -0.871396 0.544072 -0.770580
C -1.578421 4.084291 0.587758
C -2.623675 2.988937 0.667514
N -2.743515 2.024535 -0.493159
C -3.258956 2.636483 -1.632732
C 0.125887 -0.108333 -2.404207
C -3.774222 0.992800 -0.095588
C -3.281422 0.138520 1.057229
N -1.833847 -0.005181 0.943819
C -1.257757 -0.594977 2.072680
C -0.304895 0.094714 2.825957
F 0.045933 1.339854 2.474783
C 0.280947 -0.466656 3.943248
F 1.217122 0.234559 4.609469
C -0.065409 -1.727179 4.385499
C -1.017848 -2.413268 3.664722
F -1.388198 -3.646357 4.049773
C -1.599085 -1.865069 2.535962
F -2.514474 -2.590450 1.872432
H -1.836541 4.832309 1.339468
H -1.552490 4.585897 -0.380481
H -0.582194 3.710624 0.806093
H -3.616139 3.434969 0.788163
H -2.431168 2.386348 1.552722
H -2.955582 3.700959 -1.604217
H -2.085720 0.192230 -1.823358
H -0.841179 3.349359 -3.683133
H -4.090805 2.989531 -4.455479
H 0.803864 -0.014217 -3.249090
H -3.966884 0.403078 -0.983753
H -4.698871 1.508000 0.176014
H -3.805984 -0.822166 1.023318
H -3.538137 0.597781 2.022585
H 0.416278 -2.170391 5.243732
O 2.530934 0.386049 -1.291952
C 2.179734 0.055941 -0.165251
O 0.989895 -0.098182 0.272105
C 3.264601 -0.423495 0.792096
C 2.959994 -1.176317 1.917577
C 3.990376 -1.575253 2.753029
C 5.310517 -1.243783 2.526229
C 5.574465 -0.501212 1.392324
C 4.585413 -0.096112 0.516452
N 6.978276 -0.137646 1.111385
O 7.205468 0.499008 0.104747
O 7.825917 -0.515486 1.896965
N 3.681198 -2.393800 3.940534
O 4.581238 -2.611151 4.727161
O 2.554026 -2.832411 4.041255
H 1.933932 -1.438035 2.133629
H 6.095489 -1.553669 3.196644
H 4.816117 0.472277 -0.372803
Cl -1.965044 2.484397 -3.505559
C -3.151493 3.606080 -4.490690
Cl -5.547119 2.038166 -4.989520
H -2.665222 3.738147 -5.455643
H -3.189740 4.542282 -3.938662
Se 0.946219 4.355280 -3.142315
C 0.536792 3.196815 -1.827541
N 0.169017 2.377599 -1.102920
C -0.698239 -3.239127 -0.730098
C -0.114873 -2.596157 -1.979038
C -0.855301 -3.055594 -3.232336
C 1.380969 -2.887630 -2.090422
N -0.295334 -1.152113 -1.846296
H -0.620032 -4.326425 -0.784543
H -1.746110 -2.962996 -0.615126
H -0.158555 -2.889975 0.152442
H -0.749405 -4.134530 -3.360239
H -0.452018 -2.560236 -4.117137
H -1.916396 -2.814674 -3.157117
H 1.547411 -3.961347 -2.195844
H 1.899138 -2.540043 -1.196171
H 1.812505 -2.380261 -2.954486

Cartesian forces (eV/Å) of the 3 atoms listed first:
Mo 0.5 -0.5 0.7
C 0.0 0.0 0.0
C 0.1 0.0 0.1

Computed properties:
Energy above the lowest of the compared OMol25 structures with the same formula, charge and spin = 154.6 kcal/mol
Max |F| = 1.69 eV/Å
Total charge = -1
Spin multiplicity = 1
DFT total energy = -5539.15685 Eh
LUMO level (alpha / beta) = 0.92 / 0.92 eV

These are the Mulliken partial charges, in e, on atoms 1 to 8: Mo -0.55; C -1.44; C -0.43; N 0.89; C -0.96; C 0.13; C -1.03; C -1.02